No. 1
Below is C2H4NO2P as an isolated structure in a non-equilibrium geometry, with properties calculated with ωB97M-V/def2-TZVPD.

Geometry (Å):
C 0.35 0.73 -0.30
O -2.40 1.37 0.06
H 0.54 1.00 -1.28
C 0.87 -0.59 0.21
H 0.75 -0.52 1.29
O 0.00 -1.66 -0.20
N -1.26 -1.27 -0.15
H 0.58 1.63 0.39
P -1.40 0.29 -0.07
H 1.96 -0.98 0.04

Summary:
Relative energy (zero: lowest compared OMol25 entry of this formula, charge and spin) (kcal/mol): 84.1
Orbital gap (alpha / beta) (Eh): 0.349 / 0.349


No. 2
Below is a 2-piece molecular cluster, C4H12NOSe2 overall in a non-equilibrium geometry, with properties calculated with ωB97M-V/def2-TZVPD.

Geometry (Å):
C -1.98 -0.55 0.38
H 0.96 1.41 -1.23
H -2.03 -0.32 2.31
H -0.85 -1.52 -1.09
H -0.45 0.45 -1.93
N 0.40 0.00 0.04
C 0.08 1.01 -1.01
C 1.75 -0.42 -0.17
H 2.10 -0.93 -1.04
H 0.28 0.29 0.95
O -1.74 0.20 1.58
Se -1.10 2.44 -0.20
H -2.54 0.05 -0.46
Se 3.03 0.81 0.47
H -2.78 -1.43 0.58
H -0.74 3.32 -1.34
H 2.18 -1.79 1.62
H -0.22 -2.04 0.51
H 4.27 0.14 0.15
C -0.62 -1.11 -0.14

Summary:
Relative energy (zero: lowest compared OMol25 entry of this formula, charge and spin) (kcal/mol): 101.5
Orbital gap (alpha / beta) (Eh): 0.299 / 0.297
Net charge: +1


No. 3
Below is one molecule with the formula C4H5N3O in a non-equilibrium geometry, with properties calculated with ωB97M-V/def2-TZVPD.

Geometry (Å):
H -1.45 0.76 -2.18
C -1.24 -1.61 0.25
C -1.36 0.18 -1.25
N 1.74 1.86 0.30
H 0.68 2.38 0.60
H 2.19 2.33 1.20
C 0.71 -0.14 -0.05
H -1.93 -2.36 0.88
C 0.17 -1.51 0.32
N -2.05 -0.76 -0.68
H 0.77 -2.17 0.91
N 1.60 0.40 0.72
O 0.18 0.64 -1.02

Summary:
Relative energy (zero: lowest compared OMol25 entry of this formula, charge and spin) (kcal/mol): 134.1
Orbital gap (Eh): 0.307
Structure (SMILES): N/N=c1/ccnco1


No. 4
Below is a 3-piece molecular cluster, C2H9NO3 overall in a non-equilibrium geometry, with properties calculated with ωB97M-V/def2-TZVPD.

Geometry (Å):
O 2.35 1.27 -1.01
H -2.03 -0.34 -1.36
H -3.27 1.19 -0.11
H 2.86 0.27 -0.09
O 3.29 -0.53 0.35
H 3.37 -0.57 1.31
C -0.18 -0.51 0.56
H 2.33 2.18 -1.33
H -3.27 -1.06 -0.25
H -0.28 0.41 1.15
O -2.37 0.92 0.16
H 0.16 -0.22 -0.51
N -1.38 -1.31 0.47
C -2.27 -0.66 -0.31
H 0.69 -1.04 0.96

Summary:
Relative energy (zero: lowest compared OMol25 entry of this formula, charge and spin) (kcal/mol): 218.8
Orbital gap (Eh): 0.131


No. 5
Below is C49H45F5N2O2P3S5Sc as an isolated structure in a non-equilibrium geometry, with properties calculated with ωB97M-V/def2-TZVPD.

Geometry (Å):
O 2.59 0.34 -3.39
H 0.23 -2.11 -3.78
H -1.73 0.04 -5.98
C 4.25 -0.21 -5.05
S -1.44 2.42 3.14
C -1.31 -0.89 -5.57
H 0.86 -4.11 2.31
H -4.69 4.23 -5.29
H 4.87 1.48 -2.94
C -4.04 1.29 -0.11
H -7.00 -0.53 3.01
F -4.10 -7.64 -0.71
C 4.43 1.95 -3.80
C 1.71 4.38 2.60
H -0.28 1.73 7.69
H 3.92 2.86 -3.46
C 2.68 2.73 6.24
H 3.65 -1.04 -5.43
C -3.28 4.64 -3.74
C 0.51 0.38 2.00
C 1.15 1.87 4.60
H 2.36 6.36 2.20
C 1.33 -2.34 1.28
H 2.53 3.64 -1.12
C 1.75 -2.19 4.95
H 4.94 0.16 -5.81
C 2.42 2.39 4.92
P 0.73 -1.23 2.60
C 0.76 -1.99 -4.74
H 4.80 -3.27 5.97
P 0.54 1.84 2.91
H 5.42 -2.37 3.73
C 4.07 -2.74 5.35
C -2.57 4.14 -2.64
C 1.84 -4.57 0.49
C 0.19 -0.78 -5.42
N -2.73 1.39 -0.14
C -4.23 2.47 -4.12
C 1.87 -1.81 0.11
H -1.80 -1.06 -4.60
H -1.96 4.82 -2.03
C -4.78 -0.38 2.92
C 3.44 -1.64 3.25
H 3.66 3.16 6.47
H 3.10 5.85 -0.15
S -2.61 -1.90 -0.56
C 2.28 -4.05 -0.72
H -6.82 0.41 0.45
H 2.73 1.37 -5.16
H -3.22 5.69 -3.99
C 1.77 2.46 7.26
C 1.30 -3.72 1.44
C 2.25 5.36 1.80
C -3.04 -5.82 0.36
H 0.68 -0.57 -6.38
O 0.42 0.55 -4.74
H 1.41 4.55 3.64
H 3.78 -1.31 2.28
F -4.68 -5.90 -2.88
C -2.54 -4.52 0.40
C -4.09 -5.44 -1.74
C -2.75 2.80 -2.24
H -4.40 -0.74 3.89
H 1.35 1.92 0.25
H 2.06 2.58 8.31
C 3.44 0.94 -4.44
C 2.63 5.10 0.49
S -1.09 -1.73 3.30
H 4.87 -0.58 -4.24
H -1.81 3.33 -0.40
C 2.11 -1.63 3.73
F -1.71 -4.18 1.40
C 1.52 3.09 2.03
C -3.76 -4.09 -1.62
H 1.93 -0.74 0.01
C 1.76 2.86 0.69
H -1.58 -1.75 -6.22
C -3.57 1.96 -3.01
C 0.20 1.59 5.60
H 2.00 -5.64 0.70
C -3.77 -6.32 -0.71
H -0.76 1.15 5.31
F -4.14 -3.24 -2.61
H 2.48 -2.17 -1.87
H 0.72 -2.07 5.29
C 2.75 -2.77 5.74
Sc -1.72 0.29 1.55
N -3.90 0.12 2.01
H 2.47 -3.33 6.65
H -3.63 0.88 -2.75
H 1.81 -1.88 -4.51
H -4.86 1.85 -4.77
C 4.40 -2.25 4.08
H 0.63 -2.90 -5.36
C -6.05 0.34 1.19
H 5.21 2.13 -4.52
H 2.62 -4.70 -1.52
S 0.17 -0.26 -1.93
C 0.51 1.89 6.93
C -4.12 3.81 -4.45
C -2.01 2.37 -1.01
P 1.04 0.92 -3.28
C 2.31 3.86 -0.10
C -6.10 -0.24 2.47
F -2.77 -6.68 1.37
C -3.00 -3.55 -0.51
C -4.68 0.61 0.95
H -4.69 1.66 -0.97
H 3.22 2.59 4.23
H -1.04 1.85 -1.27
S 1.13 2.88 -3.13
C 2.25 -2.67 -0.93

Summary:
Relative energy (zero: lowest compared OMol25 entry of this formula, charge and spin) (kcal/mol): 46.5
Orbital gap (Eh): 0.222
Net charge: -2


No. 6
Below is a 3-piece molecular cluster, H6O3 overall, with properties calculated with ωB97M-V/def2-TZVPD.

Geometry (Å):
H -0.16 0.51 -0.12
O 0.97 -2.56 1.24
O 0.62 -0.04 0.03
H 1.27 0.30 -0.58
H 1.56 -2.30 1.95
H 0.84 -1.75 0.73
H -1.45 2.48 -1.59
O -1.47 1.64 -1.14
H -2.18 1.72 -0.51

Summary:
Relative energy (zero: lowest compared OMol25 entry of this formula, charge and spin) (kcal/mol): 6.5
Orbital gap (Eh): 0.402
Structure (SMILES): O.O.O